{
  "formula": "C4H41N2O14",
  "method": "the ωB97M-V functional and the def2-TZVPD basis",
  "energy_ev": -36454.45680,
  "charge": 1,
  "gap_ev": 9.357,
  "homo_energy_ev": -11.64,
  "species": ["C", "C", "C", "C", "N", "N", "H", "H", "H", "H", "H", "H", "H", "H", "H", "H", "H", "H", "H", "H", "H", "O", "H", "H", "O", "H", "H", "O", "H", "H", "O", "H", "H", "O", "H", "H", "O", "H", "H", "O", "H", "H", "O", "H", "H", "O", "H", "H", "O", "H", "H", "O", "H", "H", "O", "H", "H", "O", "H", "H", "O"],
  "positions_angstrom": [[1.970684, -0.646431, -1.789068], [0.825814, -0.831333, -2.805093], [-0.222661, 0.247299, -2.676608], [-2.401883, -0.980885, -2.644230], [-1.448226, -0.097642, -1.938141], [1.454653, -0.974989, -0.393997], [2.401666, 0.365818, -1.674143], [2.858588, -1.286128, -1.882601], [1.251655, -1.000391, -3.803958], [0.428065, -1.789498, -2.479027], [-0.413569, 0.843853, -3.569420], [-0.015585, 1.090476, -2.022958], [-3.229681, -1.210884, -1.966567], [-1.973011, -1.983087, -2.670835], [-2.785146, -0.574022, -3.568072], [-1.318209, -0.574455, -1.043994], [0.743595, -0.299371, -0.139922], [0.942014, -1.911625, -0.436370], [2.233159, -1.039633, 0.260201], [-2.298615, 3.332249, -1.562112], [-1.433513, 2.620053, -2.565675], [-1.413978, 3.393765, -1.976076], [3.672317, -0.574350, 4.424029], [3.524738, -0.392870, 2.843811], [3.521863, -1.020233, 3.588099], [-0.208440, 2.455718, 1.804771], [0.784734, 2.932759, 0.678757], [0.725934, 2.487091, 1.540755], [-2.151059, 2.743397, 0.439160], [-2.778150, 1.887483, 1.577908], [-1.942675, 2.176208, 1.206917], [2.660305, 2.433328, 1.217977], [3.381477, 3.356661, 2.256011], [3.520490, 2.767437, 1.523290], [-2.352957, -2.075759, 2.269818], [-1.223707, -1.388436, 1.426493], [-2.028333, -1.963475, 1.375731], [1.561461, 4.385555, -1.051043], [0.282734, 3.537858, -1.332502], [1.226366, 3.482913, -1.076864], [4.638855, -0.313107, 0.951961], [3.808251, 1.006688, 1.162809], [3.735775, 0.043072, 0.966831], [0.252255, -4.022742, -0.038463], [1.246809, -3.960480, -1.217802], [0.529416, -3.458234, -0.824883], [-3.505640, -0.466072, 0.152208], [-4.831332, -0.744666, -0.439946], [-4.280729, 0.003672, -0.198441], [-4.098293, 2.065468, -1.098275], [-4.702617, 3.434270, -1.449873], [-3.932859, 3.020536, -1.009974], [1.333968, -2.914430, 3.459026], [2.143076, -1.618839, 3.564836], [1.205745, -2.007078, 3.759473], [0.384203, -1.193404, 2.528290], [0.083046, 0.283655, 2.270208], [0.242059, -0.541190, 1.781068], [-1.039799, -3.318969, 1.450060], [-0.977368, -5.035154, 1.466208], [-0.567709, -4.187443, 1.400218]],
  "forces_ev_per_a": [[0.78, 0.36, 1.07], [1.53, -0.41, 0.57], [-0.97, 1.10, 1.61], [0.38, -0.81, 1.64], [-1.85, -0.60, -1.19], [-0.64, -0.79, -1.99], [-0.51, -0.25, -0.47], [-0.47, -0.15, -0.59], [-0.24, 0.37, 0.22], [-0.55, -0.14, -0.49], [-0.51, -0.82, -0.50], [1.84, 0.08, 0.21], [-0.19, 0.69, -0.24], [0.22, -0.23, -1.23], [0.20, -0.05, -0.28], [0.66, 0.57, -0.26], [0.45, 0.32, 0.71], [0.76, 0.47, 0.02], [-0.27, 0.69, 0.33], [-0.01, 0.28, -0.18], [0.12, 0.37, 0.22], [-0.04, -0.57, -0.19], [0.07, 0.29, -0.01], [0.20, 0.12, 0.18], [0.36, -0.09, -0.39], [0.10, 0.22, -0.47], [-0.28, 0.05, -0.13], [0.31, -0.24, 0.38], [-0.08, -0.44, 0.58], [-0.30, 0.14, -0.08], [0.10, 0.18, -0.38], [-0.17, 0.77, 0.61], [-0.41, 0.20, 0.42], [0.47, -1.01, -1.02], [-0.17, 0.22, 0.35], [-0.41, 0.26, 0.32], [0.35, 0.12, -0.58], [-0.05, -0.03, -0.09], [0.08, 0.17, -0.17], [-0.14, -0.16, 0.30], [-0.25, 0.33, -0.07], [0.30, -0.26, -0.04], [0.34, -0.02, 0.28], [-0.23, 0.79, -0.32], [0.18, -0.02, -0.34], [-0.01, -0.88, 0.48], [0.03, 0.40, 0.07], [-0.51, 0.08, -0.13], [0.40, -0.30, 0.28], [0.08, 0.00, 0.24], [0.65, -0.12, 0.38], [-0.79, -0.15, -0.39], [-0.36, -0.25, 0.21], [-1.28, -0.35, 0.79], [0.85, 0.03, -0.80], [0.57, 0.16, -0.11], [0.11, 0.02, -0.52], [-0.72, -0.08, 1.14], [-1.00, -1.31, -0.10], [-1.23, -0.12, 0.30], [2.15, 0.78, -0.14]]
}